# C30H86F6N6O10P

A cluster of 11 separate species, C30H86F6N6O10P in total in a non-equilibrium geometry (ωB97M-V/def2-TZVPD, OMol25).

Geometry as XYZ:
```
139
Properties=species:S:1:pos:R:3:forces:R:3:lowdin_charge:R:1
P 0.44622 -1.39000 0.50654 0.01 0.09 -1.76 0.235
F -0.10873 -0.30548 -0.57969 0.84 1.00 0.95 -0.157
F 0.72719 -0.30929 1.66407 -0.81 0.25 0.11 -0.143
F -1.11327 -1.56347 0.95227 0.17 -0.28 0.13 -0.177
F 0.81291 -2.59262 1.49403 0.11 -0.08 -0.20 -0.124
F 0.24201 -2.42232 -0.76637 0.36 -0.62 0.90 -0.180
F 2.00727 -1.16785 0.09824 -0.44 -0.33 -0.45 -0.161
C 2.08990 1.71547 4.13892 0.75 0.74 -0.47 -0.079
C 2.09130 3.25202 4.06320 -0.83 -0.49 0.42 -0.320
O 1.13230 3.71107 3.12684 0.36 0.10 -0.24 -0.119
H 2.98927 1.35344 4.64400 -0.13 -0.03 0.23 0.067
H 2.18198 1.38720 3.10136 -0.30 -0.43 0.09 0.046
H 1.19445 1.33004 4.61806 -0.06 -0.09 -0.15 0.062
H 3.10070 3.61748 3.84562 -0.02 0.10 -0.02 0.102
H 1.73597 3.66157 5.01223 0.41 0.10 0.09 0.103
H 1.37991 3.35719 2.24713 -0.29 -0.07 -0.09 0.022
C -1.39357 -0.95209 5.79319 0.68 -0.69 -0.51 -0.087
C -0.87419 -1.41892 4.43634 -0.98 0.40 -0.11 -0.318
O -1.96346 -1.35529 3.49737 1.13 -0.21 -0.08 -0.095
H -1.99783 -1.73058 6.25716 -0.08 0.11 0.10 0.067
H -1.98560 -0.04994 5.65875 0.08 0.10 0.11 0.070
H -0.49421 -0.77161 6.38703 -0.31 0.18 0.39 0.068
H -0.48743 -2.44168 4.45032 0.11 -0.01 0.27 0.105
H -0.06530 -0.74920 4.13262 0.04 -0.03 -0.19 0.084
H -1.52670 -1.56405 2.64740 -0.77 0.20 0.39 0.031
C 4.50365 -4.50056 -1.83264 1.39 -0.20 1.29 -0.098
C 3.40112 -3.72942 -1.14332 -0.79 -0.78 -0.95 -0.303
O 2.19198 -4.27579 -1.71118 -0.16 0.63 -0.04 -0.107
H 4.47555 -5.55269 -1.54070 -0.43 -0.11 -0.44 0.071
H 5.49029 -4.21406 -1.43849 -0.15 0.36 -0.04 0.069
H 4.56843 -4.37318 -2.90934 -0.46 -0.02 -0.05 0.072
H 3.50583 -2.66301 -1.35143 -0.18 0.06 0.12 0.100
H 3.31912 -3.90858 -0.06836 0.62 0.19 0.09 0.103
H 1.45198 -3.70522 -1.44701 0.22 -0.15 0.04 0.034
C 3.44964 1.70040 -1.04430 1.10 0.05 0.43 -0.047
C 3.09230 2.58252 0.14745 -0.58 0.09 -0.89 -0.395
C 3.35187 4.06303 -0.15125 0.17 -0.48 1.09 -0.207
O 4.74742 4.26122 -0.08910 0.26 -0.03 -0.53 -0.184
C 5.15487 5.58220 -0.33003 -0.26 0.22 0.51 -0.121
N 1.66569 2.46237 0.49607 0.30 -0.37 0.05 0.071
H 2.85389 1.93920 -1.92491 -0.11 -0.21 0.01 0.076
H 3.40256 0.65647 -0.73495 -0.56 -0.08 -0.32 0.053
H 4.51372 1.83859 -1.27064 -0.10 0.23 -0.24 0.082
H 3.70837 2.21668 0.97267 -0.09 0.47 0.28 0.134
H 2.86892 4.66133 0.63374 -0.05 0.06 -0.01 0.117
H 2.89332 4.34251 -1.10824 0.24 0.01 -0.18 0.129
H 6.24051 5.62727 -0.26930 0.02 -0.14 -0.24 0.084
H 4.77834 6.24663 0.46042 -0.12 0.05 -0.06 0.085
H 4.79299 5.96299 -1.29008 0.11 -0.06 -0.11 0.086
H 1.12627 2.68967 -0.33908 -0.14 0.21 0.11 0.068
H 1.48778 1.46907 0.63478 -0.17 0.08 0.17 0.047
C -2.56357 2.26542 -1.83973 -0.19 -0.53 0.25 -0.052
C -2.40681 3.72772 -2.20270 0.27 -0.40 0.11 -0.434
C -0.95161 4.03558 -2.60581 -0.40 0.24 0.31 -0.187
O -0.08171 4.19416 -1.49682 -0.03 -0.17 -0.15 -0.223
C -0.27907 5.35072 -0.68974 0.61 -0.70 -0.31 -0.083
N -3.37279 4.06035 -3.25441 0.31 0.19 0.50 0.042
H -3.56349 2.04042 -1.46859 -0.02 0.15 0.00 0.072
H -1.87680 1.93418 -1.05969 0.13 0.16 -0.06 0.072
H -2.41666 1.59814 -2.69591 0.12 0.21 -0.15 0.071
H -2.61056 4.31637 -1.30344 -0.32 0.12 -0.16 0.121
H -0.91571 4.95207 -3.21035 -0.03 -0.01 -0.12 0.116
H -0.58587 3.18741 -3.18903 0.25 0.13 -0.06 0.125
H -0.21910 6.27934 -1.26586 -0.13 -0.02 -0.17 0.089
H 0.58556 5.29736 -0.03096 -0.26 0.33 0.40 0.075
H -1.21337 5.30699 -0.13095 0.02 0.08 0.12 0.075
H -3.27727 5.05031 -3.45565 -0.11 -0.10 -0.38 0.063
H -3.12888 3.51661 -4.07632 -0.13 0.18 -0.14 0.068
C 2.45464 -4.50375 3.30140 0.00 0.01 -1.07 -0.060
C 3.83819 -3.86902 3.24394 0.77 0.33 0.64 -0.421
C 3.79096 -2.37040 2.90681 -0.98 -0.57 0.26 -0.225
O 5.04094 -1.95301 2.44372 0.83 -0.06 0.25 -0.184
C 5.07843 -0.64599 1.90726 -0.66 -0.50 -0.21 -0.089
N 4.55842 -4.10840 4.50601 0.05 -0.18 0.33 0.022
H 2.48331 -5.57067 3.51576 0.24 0.07 0.35 0.074
H 2.01830 -4.43033 2.30290 -0.13 0.08 0.06 0.057
H 1.75765 -4.00111 3.97298 0.18 0.05 0.19 0.072
H 4.48552 -4.32222 2.48892 -0.40 -0.23 -0.24 0.135
H 3.51161 -1.86891 3.84715 0.03 0.33 -0.09 0.127
H 2.98491 -2.18758 2.19115 0.20 0.17 -0.21 0.094
H 6.11294 -0.38261 1.70340 0.04 -0.05 0.05 0.087
H 4.62704 0.08338 2.58803 0.04 0.05 0.03 0.078
H 4.50596 -0.67329 0.97333 0.04 0.41 -0.04 0.073
H 5.54655 -3.90293 4.42366 -0.03 0.08 -0.23 0.061
H 4.21565 -3.48920 5.23416 -0.13 -0.06 -0.02 0.062
C -2.35482 -0.14130 -5.92164 0.41 0.03 -0.22 -0.063
C -1.83344 -1.37349 -5.18590 -0.37 -0.52 -1.26 -0.434
C -0.91119 -1.05560 -4.03344 0.07 -0.70 -0.18 -0.191
O 0.22602 -0.41660 -4.59631 -0.26 0.74 0.25 -0.175
C 1.16076 -0.08868 -3.60220 0.53 -0.08 0.66 -0.122
N -2.96855 -2.23978 -4.85052 0.37 0.42 0.95 0.052
H -3.10958 0.41547 -5.36448 -0.10 -0.20 0.10 0.075
H -2.75804 -0.48003 -6.87955 -0.30 0.13 0.07 0.071
H -1.54864 0.54822 -6.17709 0.10 -0.07 0.16 0.071
H -1.23117 -1.93731 -5.91403 0.40 0.35 -0.03 0.131
H -0.52410 -1.97896 -3.58518 -0.41 -0.11 0.26 0.112
H -1.44817 -0.49211 -3.26231 0.31 0.30 0.04 0.124
H 0.77372 0.55625 -2.80629 -0.36 0.05 -0.13 0.069
H 2.02713 0.42163 -4.02223 -0.13 -0.06 -0.41 0.083
H 1.52856 -0.98492 -3.08698 -0.02 -0.12 -0.05 0.086
H -3.59868 -2.31969 -5.63431 0.03 -0.11 -0.05 0.072
H -2.64557 -3.16012 -4.55150 -0.41 0.18 -0.21 0.033
C -2.80882 -4.41000 0.05080 0.69 0.11 -0.34 -0.057
C -2.59438 -3.94837 -1.40568 -0.26 -0.46 0.93 -0.434
C -2.68429 -5.17630 -2.32558 -0.70 0.80 -0.34 -0.171
O -2.38568 -4.87204 -3.70552 0.46 -0.39 0.84 -0.227
C -0.98589 -4.88087 -3.95218 -0.22 -0.29 -0.25 -0.103
N -3.59854 -2.91705 -1.67816 0.38 -0.32 -0.75 0.074
H -3.84602 -4.63845 0.28838 -0.07 -0.11 -0.27 0.077
H -2.49444 -3.60111 0.71158 -0.01 -0.11 0.11 0.057
H -2.16424 -5.27559 0.23134 -0.10 0.02 0.31 0.074
H -1.58024 -3.52941 -1.44178 0.00 -0.25 -0.20 0.104
H -3.70743 -5.55716 -2.34087 -0.12 0.16 0.07 0.127
H -2.06588 -5.99492 -1.94889 0.34 0.12 -0.12 0.118
H -0.87507 -4.53283 -4.97979 0.26 0.10 0.07 0.089
H -0.58350 -5.89748 -3.88655 -0.04 -0.03 0.02 0.089
H -0.41659 -4.25915 -3.25778 -0.08 0.14 -0.06 0.070
H -3.32069 -2.07762 -1.17397 -0.32 -0.01 -0.05 0.041
H -3.52330 -2.66845 -2.66366 -0.21 0.20 0.05 0.033
C -6.18315 3.95172 1.79053 0.47 0.69 -0.13 -0.074
C -5.23925 2.85706 1.31039 -0.76 -1.19 0.12 -0.423
C -3.85620 2.97861 1.92759 0.25 0.25 -0.23 -0.196
O -2.96166 2.00904 1.41591 -0.25 -0.30 0.11 -0.244
C -1.66186 2.11992 1.97829 0.12 1.07 -0.47 -0.066
N -5.87278 1.56448 1.65809 0.13 0.34 0.00 0.049
H -7.15566 3.97072 1.30179 0.01 -0.57 -0.05 0.075
H -5.77416 4.94299 1.56915 0.19 -0.03 0.25 0.073
H -6.33284 3.86140 2.86884 -0.03 0.10 0.03 0.076
H -5.17753 2.87982 0.21960 0.25 0.12 -0.01 0.134
H -3.90798 2.82381 3.01077 -0.17 0.34 0.15 0.134
H -3.45346 3.97245 1.68927 0.11 0.11 0.26 0.124
H -0.97058 1.46236 1.46039 -0.21 -0.25 -0.03 0.069
H -1.61045 1.95201 3.05626 -0.27 -0.17 0.00 0.096
H -1.34913 3.15138 1.77245 0.38 -0.06 0.27 0.082
H -6.09648 1.60494 2.64812 -0.01 -0.20 0.01 0.063
H -5.21872 0.79586 1.53220 -0.09 -0.03 -0.13 0.052
O -3.50868 -0.34800 0.21629 -0.07 0.13 0.13 -0.073
H -3.28160 0.48744 0.67859 -0.02 -0.41 -0.29 -0.002
H -2.82794 -0.97206 0.49568 -0.12 0.24 0.04 -0.003
```
Positions in Å, forces in eV/Å.

Its largest force on an atom is 1.9 eV/A. The value obtained for the orbital gap is 8.6 eV. The calculation puts the HOMO energy at -6.307 eV. The value obtained for the molar mass is 836.01 g/mol. Its total charge is -1.